(1)
C21H30N6OS | wB97M-V/def2-TZVPD

Element x y z (Å)
C -6.66 -1.34 0.13
C -5.65 -0.17 0.01
N -4.35 -0.19 0.13
N -3.94 0.93 0.05
C -4.96 1.72 -0.27
C -6.21 1.11 -0.11
H -7.23 1.47 -0.14
C -4.76 3.37 -0.37
H -4.29 3.76 0.54
H -4.06 3.52 -1.11
H -5.75 4.06 -0.35
C -2.74 1.25 0.09
N -1.90 -0.12 0.34
C -0.58 0.25 0.61
N 0.06 -0.96 0.81
H 1.00 -0.97 1.06
C -0.53 -2.40 1.07
H -0.07 -2.86 1.87
C -0.42 -2.88 -0.38
H -0.90 -3.96 -0.03
H -1.28 -2.52 -1.09
C 0.74 -2.88 -0.81
N 1.93 -3.12 0.04
C 3.17 -2.88 -0.42
H 3.99 -2.87 -0.07
H 3.33 -1.88 -0.96
H 3.49 -3.77 -1.45
C 1.96 -4.44 0.44
H 1.99 -5.37 -0.22
H 1.00 -4.85 1.02
H 2.72 -4.61 1.16
H 1.00 -2.01 -1.52
H 0.90 -3.66 -1.78
H -1.62 -2.21 1.30
C 0.00 1.35 0.38
C -0.81 2.69 0.17
N -2.14 2.39 -0.13
S -0.02 4.02 0.23
C 1.49 3.24 0.21
C 1.28 1.98 0.48
C 2.71 0.94 0.71
H 2.40 0.15 0.23
H 2.67 0.74 1.64
C 3.82 1.63 0.05
C 5.04 1.18 0.48
H 5.32 0.00 0.28
H 5.27 1.12 1.67
H 6.14 1.47 0.16
C 3.89 1.87 -1.61
H 3.96 0.84 -1.83
H 2.93 2.12 -1.95
H 4.65 2.50 -1.93
O 4.07 3.16 0.45
C 2.88 3.84 0.25
H 2.92 4.69 0.97
H 3.02 4.43 -0.65
H -7.29 -1.48 -0.96
H -7.51 -1.24 0.90
H -6.10 -2.15 0.21

Results
Orbital gap: 7.90 eV
Highest occupied orbital energy: -7.87 eV
E_LUMO: 0.0 eV

***

(2)
C3H4NO3 | wB97M-V/def2-TZVPD

Element x y z (Å)
C 0.18 -1.06 0.03
C -1.08 -1.07 0.07
C 1.00 0.04 -0.60
N -1.01 1.36 -0.31
O -1.06 1.78 1.08
O 0.29 1.27 -0.67
O -2.19 -1.53 0.31
H 0.81 -1.90 0.31
H 1.91 0.22 -0.07
H 1.44 -0.47 -1.61
H -0.30 1.37 1.44

Results
Orbital gap (spin up / spin down): 6.18 / 6.18 eV
Net charge: -1
Highest occupied orbital energy (spin up / spin down): -2.06 / -2.06 eV
E_LUMO (spin up / spin down): 4.1 / 4.1 eV

***

(3)
C4H10N2 | wB97M-V/def2-TZVPD

Element x y z (Å)
C -0.49 -1.15 1.56
C 0.01 -1.17 0.15
C -0.33 0.20 -0.54
C 0.46 1.04 -1.31
N 0.08 1.80 -2.58
N -0.03 0.09 2.31
H -1.60 -1.20 1.48
H -0.21 -2.08 2.12
H -0.40 -1.94 -0.55
H 1.10 -1.29 0.11
H -1.37 0.51 -0.29
H 1.36 1.45 -0.92
H 0.87 2.16 -3.15
H -0.61 1.31 -3.21
H 0.62 0.46 1.72
H 0.53 -0.16 3.09

Results
Orbital gap: 8.63 eV
Highest occupied orbital energy: -7.61 eV
E_LUMO: 1.0 eV

***

(4)
C6H14NO | wB97M-V/def2-TZVPD

Element x y z (Å)
C 1.80 -1.31 0.28
O 2.37 -2.50 0.44
C 0.20 -1.37 0.24
C -0.43 -0.06 0.65
C -0.22 1.06 -0.39
C -1.18 0.95 -1.56
C -0.33 2.45 0.22
N -0.12 -2.45 1.17
H 2.09 -0.80 -0.67
H 1.98 -0.58 1.13
H -0.02 -1.67 -0.80
H 0.03 0.26 1.59
H -1.50 -0.20 0.85
H 0.81 0.92 -0.73
H -2.20 1.07 -1.19
H -1.12 -0.03 -2.04
H -0.95 1.70 -2.31
H 0.39 2.68 1.02
H -0.13 3.20 -0.56
H -1.32 2.70 0.60
H -0.89 -3.02 0.84
H 0.73 -3.02 1.23

Results
Orbital gap: 6.18 eV
Net charge: -1
Highest occupied orbital energy: -2.55 eV
E_LUMO: 3.6 eV

***

It is found that the calculated total energy values, taken in the order of the records, are -44068.1422 -10803.4869 -7287.5502 -9986.5138 eV.